Version 1
{
  "formula": "C3H7NS",
  "method": "ωB97M-V with the def2-TZVPD basis set",
  "species": ["C", "C", "N", "C", "H", "H", "H", "H", "H", "S", "H", "H"],
  "xyz": [[1.452, -0.759, -1.012], [1.230, 0.054, 0.040], [-0.020, 0.239, 0.628], [-0.121, 1.351, 1.248], [0.734, -1.538, -1.365], [2.455, -0.882, -1.465], [2.027, 0.691, 0.374], [-1.069, 1.653, 1.684], [0.674, 2.084, 1.248], [-2.560, -0.466, -0.931], [-1.447, -1.041, -0.160], [-3.356, -1.385, -0.289]],
  "smiles": "C=CN=C.S",
  "lumo_ev": 0.45,
  "gap_ev": 9.55
}



Version 2
{
  "formula": "C3H7NS",
  "method": "ωB97M-V with the def2-TZVPD basis set",
  "species": ["S", "C", "C", "N", "C", "H", "H", "H", "H", "H", "H", "H"],
  "xyz": [[0.806, -1.443, 1.633], [-0.230, -0.268, 0.703], [0.354, 0.976, 0.019], [-0.649, 0.770, -1.028], [-0.647, -0.684, -0.796], [1.680, -0.557, 2.204], [-1.037, 0.068, 1.348], [1.423, 0.845, -0.250], [0.159, 1.964, 0.475], [-0.337, 0.950, -1.960], [0.083, -1.402, -1.302], [-1.604, -1.220, -1.046]],
  "smiles": "SC1CNC1",
  "lumo_ev": 0.98,
  "gap_ev": 9.99
}



version 2 comes first in stability; the runner-up is 44.1 kJ/mol higher.



Version 1
{
  "formula": "C3H7NS",
  "method": "ωB97M-V with the def2-TZVPD basis set",
  "species": ["S", "C", "C", "N", "C", "H", "H", "H", "H", "H", "H", "H"],
  "xyz": [[-1.800, 0.929, 0.883], [-0.205, 0.652, 0.175], [0.537, -0.609, 0.786], [0.939, -0.894, -0.577], [-0.042, -0.003, -1.212], [-1.415, 1.894, 1.714], [0.551, 1.442, 0.007], [-0.027, -1.329, 1.259], [1.349, -0.456, 1.451], [0.770, -1.876, -0.941], [-1.022, -0.465, -1.602], [0.365, 0.715, -1.944]],
  "smiles": "SC1CNC1",
  "lumo_ev": 0.92,
  "gap_ev": 9.78
}



Version 2
{
  "formula": "C3H7NS",
  "method": "ωB97M-V with the def2-TZVPD basis set",
  "species": ["N", "C", "C", "C", "S", "H", "H", "H", "H", "H", "H", "H"],
  "xyz": [[1.213, -1.343, -0.126], [0.779, -0.041, 0.375], [0.538, 1.045, -0.351], [-0.732, 0.463, 0.387], [-2.144, -0.477, 0.034], [1.086, -1.992, 0.602], [0.790, -1.506, -1.181], [1.051, -0.028, 1.656], [0.988, 1.973, -0.389], [0.189, 0.744, -1.394], [-0.814, 1.045, 1.320], [-2.946, 0.116, -0.934]],
  "smiles": "N[C@H]1C[C@H]1S",
  "lumo_ev": 0.91,
  "gap_ev": 9.53
}



Version 3
{
  "formula": "C3H7NS",
  "method": "ωB97M-V with the def2-TZVPD basis set",
  "species": ["N", "C", "C", "C", "S", "H", "H", "H", "H", "H", "H", "H"],
  "xyz": [[0.780, 1.523, 0.176], [0.806, 0.216, -0.250], [0.496, -0.968, 0.548], [-0.410, -0.539, -0.570], [-1.860, 0.426, 0.061], [0.438, 2.111, -0.622], [-0.003, 1.615, 0.779], [1.729, 0.032, -0.871], [1.192, -1.739, 0.189], [0.141, -0.883, 1.629], [-0.699, -1.115, -1.401], [-2.609, -0.679, 0.332]],
  "smiles": "N[C@H]1C[C@H]1S",
  "lumo_ev": 0.85,
  "gap_ev": 9.82
}



Version 4
{
  "formula": "C3H7NS",
  "method": "ωB97M-V with the def2-TZVPD basis set",
  "species": ["C", "C", "C", "N", "S", "H", "H", "H", "H", "H", "H", "H"],
  "xyz": [[1.344, -0.025, 0.124], [0.385, 1.161, 0.155], [-0.008, -1.244, 0.112], [-2.198, 0.007, -0.669], [-1.190, 0.169, 0.546], [1.971, -0.113, -0.749], [2.037, -0.061, 0.834], [0.527, 1.684, 1.051], [0.297, 1.839, -0.741], [-0.090, -1.584, -0.944], [0.105, -2.103, 0.765], [-3.181, 0.270, -0.483]],
  "lumo_ev": 0.86,
  "gap_ev": 9.29
}



version 3 comes first in stability; the runner-up is 11.9 kJ/mol higher.



Version 1
{
  "formula": "CH3BrClN",
  "method": "ωB97M-V with the def2-TZVPD basis set",
  "species": ["C", "N", "Cl", "Br", "H", "H", "H"],
  "xyz": [[-0.975, 0.959, -0.042], [1.347, -1.387, 0.700], [2.053, -2.700, -0.278], [1.194, 0.127, -0.032], [-1.019, 1.973, 0.348], [-0.872, 0.696, -1.113], [-1.728, 0.331, 0.416]],
  "lumo_ev": [-0.59, -1.03],
  "gap_ev": [8.06, 6.98]
}



Version 2
{
  "formula": "CH3BrClN",
  "method": "ωB97M-V with the def2-TZVPD basis set",
  "species": ["H", "N", "C", "Cl", "H", "Br", "H"],
  "xyz": [[-0.443, -1.058, 1.026], [-1.009, -1.106, 0.188], [-1.338, 0.032, -0.271], [-1.123, 1.667, 0.497], [-1.602, 0.009, -1.246], [2.232, 0.398, 0.249], [3.285, 0.058, -0.441]],
  "smiles": "[H]/N=C\\Cl.Br",
  "lumo_ev": 0.74,
  "gap_ev": 11.58
}



version 2 comes first in stability; the runner-up is 476.4 kJ/mol higher.



Version 1
{
  "formula": "C24H31N3O3",
  "method": "ωB97M-V with the def2-TZVPD basis set",
  "species": ["C", "O", "C", "C", "C", "C", "N", "C", "O", "C", "C", "C", "C", "O", "C", "C", "C", "N", "C", "C", "C", "C", "C", "C", "N", "C", "C", "C", "C", "C", "H", "H", "H", "H", "H", "H", "H", "H", "H", "H", "H", "H", "H", "H", "H", "H", "H", "H", "H", "H", "H", "H", "H", "H", "H", "H", "H", "H", "H", "H", "H"],
  "xyz": [[4.136, -9.032, 2.207], [3.161, -8.025, 2.141], [2.738, -7.752, 0.826], [1.683, -6.654, 0.873], [2.231, -5.299, 1.331], [1.189, -4.324, 0.789], [0.808, -4.911, -0.479], [0.583, -4.267, -1.648], [0.540, -4.872, -2.707], [0.371, -2.794, -1.568], [1.034, -1.968, -2.474], [0.839, -0.606, -2.452], [-0.047, -0.026, -1.539], [-0.163, 1.323, -1.622], [-1.003, 2.030, -0.726], [-0.362, 2.197, 0.654], [-1.244, 3.079, 1.531], [-1.411, 4.381, 0.919], [-2.085, 5.318, 1.804], [-1.964, 6.728, 1.291], [-3.015, 7.358, 0.629], [-2.834, 8.650, 0.165], [-1.613, 9.270, 0.377], [-0.633, 8.560, 1.054], [-0.802, 7.330, 1.500], [-2.069, 4.263, -0.367], [-1.227, 3.419, -1.318], [-0.737, -0.853, -0.658], [-0.525, -2.220, -0.676], [1.084, -6.339, -0.501], [3.759, -9.980, 1.802], [5.039, -8.749, 1.651], [4.383, -9.159, 3.258], [3.594, -7.433, 0.210], [2.313, -8.661, 0.369], [0.898, -6.973, 1.563], [2.348, -5.243, 2.409], [3.198, -5.113, 0.861], [1.575, -3.313, 0.652], [0.325, -4.283, 1.464], [1.706, -2.414, -3.191], [1.356, 0.043, -3.142], [-1.972, 1.517, -0.635], [-0.209, 1.228, 1.133], [0.609, 2.675, 0.524], [-2.219, 2.579, 1.695], [-0.765, 3.215, 2.503], [-1.582, 5.269, 2.773], [-3.151, 5.058, 1.941], [-3.955, 6.847, 0.487], [-3.632, 9.164, -0.351], [-1.429, 10.276, 0.031], [0.336, 8.998, 1.254], [-3.075, 3.810, -0.263], [-2.189, 5.264, -0.786], [-1.722, 3.336, -2.286], [-0.257, 3.894, -1.463], [-1.450, -0.450, 0.045], [-1.084, -2.847, 0.003], [0.165, -6.897, -0.700], [1.786, -6.556, -1.313]],
  "smiles": "COC[C@H]1CCN(C(=O)c2ccc(OC3CCN(Cc4ccccn4)CC3)cc2)C1",
  "lumo_ev": 0.74,
  "gap_ev": 9.19
}



Version 2
{
  "formula": "C24H31N3O3",
  "method": "ωB97M-V with the def2-TZVPD basis set",
  "species": ["C", "O", "C", "C", "C", "O", "C", "C", "C", "C", "O", "N", "C", "C", "C", "N", "C", "C", "N", "C", "C", "C", "C", "C", "C", "C", "C", "C", "C", "C", "H", "H", "H", "H", "H", "H", "H", "H", "H", "H", "H", "H", "H", "H", "H", "H", "H", "H", "H", "H", "H", "H", "H", "H", "H", "H", "H", "H", "H", "H", "H"],
  "xyz": [[-6.231, -0.975, 1.719], [-5.718, 0.186, 1.111], [-4.562, 0.087, 0.398], [-4.141, 1.272, -0.211], [-2.983, 1.294, -0.970], [-2.503, 2.391, -1.614], [-3.204, 3.604, -1.487], [-2.229, 0.127, -1.110], [-2.645, -1.040, -0.498], [-1.883, -2.315, -0.713], [-2.243, -3.139, -1.534], [-0.800, -2.498, 0.075], [-0.289, -1.543, 1.025], [1.038, -0.962, 0.536], [2.050, -2.093, 0.275], [3.359, -1.700, -0.208], [3.435, -0.943, -1.450], [4.097, 0.431, -1.234], [3.701, 1.011, 0.024], [2.618, 1.856, 0.143], [1.732, 2.100, -0.914], [0.655, 2.950, -0.758], [0.423, 3.585, 0.449], [1.304, 3.375, 1.496], [2.387, 2.532, 1.348], [4.179, 0.243, 1.156], [4.324, -1.248, 0.764], [1.428, -3.111, -0.693], [0.089, -3.616, -0.155], [-3.816, -1.073, 0.253], [-7.159, -0.669, 2.200], [-6.445, -1.754, 0.980], [-5.544, -1.370, 2.475], [-4.758, 2.144, -0.071], [-4.216, 3.529, -1.898], [-3.259, 3.928, -0.443], [-2.637, 4.335, -2.062], [-1.333, 0.158, -1.710], [-1.018, -0.746, 1.175], [-0.132, -2.060, 1.982], [1.416, -0.268, 1.286], [0.855, -0.397, -0.379], [2.228, -2.609, 1.228], [2.433, -0.806, -1.858], [4.021, -1.516, -2.182], [5.187, 0.317, -1.212], [3.858, 1.109, -2.053], [1.867, 1.614, -1.868], [-0.023, 3.098, -1.585], [-0.426, 4.240, 0.570], [1.153, 3.878, 2.441], [3.074, 2.412, 2.172], [5.153, 0.626, 1.496], [3.472, 0.335, 1.983], [4.245, -1.868, 1.659], [5.317, -1.418, 0.332], [2.115, -3.946, -0.830], [1.259, -2.648, -1.666], [-0.393, -4.279, -0.875], [0.238, -4.153, 0.789], [-4.120, -2.005, 0.701]],
  "smiles": "COc1cc(OC)cc(C(=O)N2CCC(N3CCN(c4ccccc4)CC3)CC2)c1",
  "lumo_ev": 0.72,
  "gap_ev": 8.22
}



version 1 comes first in stability; the runner-up is 41.2 kJ/mol higher.



Version 1
{
  "formula": "C3H16N2O3",
  "method": "ωB97M-V with the def2-TZVPD basis set",
  "species": ["C", "C", "N", "C", "N", "H", "H", "H", "H", "H", "H", "H", "H", "H", "H", "O", "H", "H", "O", "H", "H", "O", "H", "H"],
  "xyz": [[2.416, -0.867, 0.773], [1.063, -0.454, 0.195], [0.215, -1.606, -0.139], [1.280, 0.421, -1.027], [0.048, 1.185, -1.321], [2.858, -0.167, 1.472], [2.453, -1.850, 1.241], [3.174, -0.988, -0.018], [0.518, 0.106, 0.952], [0.704, -2.327, -0.647], [-0.267, -1.966, 0.671], [1.606, -0.159, -1.893], [2.020, 1.194, -0.821], [-0.782, 0.652, -1.096], [-0.016, 1.533, -2.266], [-2.596, -1.033, -0.858], [-1.721, -1.278, -1.203], [-3.092, -0.672, -1.602], [-0.133, 1.758, 1.948], [0.116, 2.483, 1.360], [-1.099, 1.692, 1.861], [-2.633, 1.032, 0.807], [-2.641, 0.146, 0.390], [-3.491, 1.164, 1.221]],
  "smiles": "C[C@H](N)CN.O.O.O",
  "lumo_ev": 0.68,
  "gap_ev": 9.50
}



Version 2
{
  "formula": "C3H16N2O3",
  "method": "ωB97M-V with the def2-TZVPD basis set",
  "species": ["C", "C", "N", "C", "N", "H", "H", "H", "H", "H", "H", "H", "H", "H", "H", "O", "H", "H", "O", "H", "H", "O", "H", "H"],
  "xyz": [[-1.870, 1.882, 0.921], [-0.802, 0.855, 0.389], [-0.290, 1.304, -0.893], [-1.554, -0.469, 0.449], [-0.930, -1.584, -0.275], [-1.809, 1.944, 2.020], [-1.570, 2.926, 0.731], [-2.906, 1.802, 0.624], [0.019, 0.893, 1.094], [-1.019, 1.508, -1.570], [0.308, 2.098, -0.799], [-2.594, -0.378, 0.137], [-1.665, -0.805, 1.500], [0.034, -1.467, -0.540], [-1.543, -1.993, -0.941], [1.535, -0.527, -2.064], [0.923, -0.093, -1.448], [1.144, -0.299, -2.917], [1.465, -0.770, 1.561], [0.606, -1.087, 1.842], [1.953, -1.601, 1.680], [3.868, -1.669, -0.419], [3.206, -1.571, -1.125], [3.489, -0.900, 0.045]],
  "smiles": "C[C@H](N)CN.O.O.O",
  "lumo_ev": 0.64,
  "gap_ev": 9.62
}



version 1 comes first in stability; the runner-up is 64.8 kJ/mol higher.



Version 1
{
  "formula": "C3H8N3",
  "method": "ωB97M-V with the def2-TZVPD basis set",
  "species": ["C", "C", "N", "N", "C", "N", "H", "H", "H", "H", "H", "H", "H", "H"],
  "xyz": [[1.093, -1.049, -0.236], [0.662, 0.334, 0.459], [1.122, 1.329, -0.386], [-0.971, 0.310, 0.873], [-1.905, -0.173, 0.227], [-2.761, -0.582, -0.455], [1.086, -1.848, 0.430], [0.363, -1.126, -1.017], [2.121, -0.810, -0.602], [1.030, 0.428, 1.446], [1.478, 2.204, -0.001], [1.180, 1.061, -1.423], [-1.055, 1.145, 1.442], [-3.442, -1.225, -0.756]],
  "smiles": "C[C@@H](N)[NH+]=C=N",
  "lumo_ev": -3.86,
  "total_charge": 1,
  "gap_ev": 10.53
}



Version 2
{
  "formula": "C3H8N3",
  "method": "ωB97M-V with the def2-TZVPD basis set",
  "species": ["C", "C", "C", "N", "N", "N", "H", "H", "H", "H", "H", "H", "H", "H"],
  "xyz": [[1.271, 2.043, -0.655], [-0.015, 1.440, 0.948], [-0.862, -2.622, 0.082], [0.964, 2.367, 0.536], [0.519, 0.923, -1.037], [-0.244, 0.552, -0.108], [1.988, 2.531, -1.287], [0.264, 0.909, 1.875], [-0.955, 1.930, 1.260], [-0.102, -3.378, 0.223], [-0.599, -1.992, -0.758], [-0.963, -2.030, 0.982], [0.544, 0.439, -1.935], [-1.810, -3.110, -0.127]],
  "lumo_ev": -6.92,
  "total_charge": 1,
  "gap_ev": 9.54
}



version 1 comes first in stability; the runner-up is 94.3 kJ/mol higher.